(1)
19
Properties=species:S:1:pos:R:3:mulliken_charge:R:1 method="wB97M-V/def2-TZVPD" e_above_lowest_ev=3.279 gap_ev=6.86 e_lumo_ev=6.638 fmax_ev_per_a=4.05 smiles="O=C([O-])[C@@]1(O)N(O)CC[C@@]1([O-])O" homo_energy_ev=-0.23 spin_multiplicity=1 total_charge=-2
O -1.60 1.18 -2.13 -0.7511
C -1.24 1.44 -0.99 0.1726
O -1.32 2.55 -0.37 -0.8027
C -0.53 0.22 -0.31 0.2868
O -1.46 -1.10 -0.31 -0.7221
N 0.72 0.03 -0.94 -0.2699
O 0.58 -0.28 -2.36 -0.4828
C 1.32 -1.06 -0.28 -0.6395
C 1.15 -0.64 1.23 -0.8974
C -0.19 0.20 1.26 1.1867
O -1.14 -0.37 2.01 -1.0140
O 0.04 1.56 1.74 -0.6471
H -1.55 -0.89 0.63 0.3887
H -0.29 0.06 -2.51 0.4274
H 2.29 -1.26 -0.59 0.4576
H 0.81 -1.98 -0.64 0.3162
H 1.01 -1.65 1.73 0.2862
H 2.07 -0.07 1.52 0.3248
H -0.68 2.05 1.33 0.3798

---

(2)
73
Properties=species:S:1:pos:R:3:mulliken_spin:R:1 method="wB97M-V/def2-TZVPD" e_above_lowest_ev=1.236 gap_ev="6.29 / 4.78" e_lumo_ev="-10.216 / -11.830" s_squared=8.846 fmax_ev_per_a=4.43 homo_energy_ev="-16.51 / -16.61" spin_multiplicity=6 total_charge=+3
Fe -0.71 0.43 0.45 3.8775
P -1.64 2.44 1.10 0.0297
P -2.59 -0.62 -0.21 0.0077
P 1.25 1.21 -0.20 -0.1278
H -1.14 -2.54 -4.62 0.0019
C -0.10 -2.88 -4.51 0.0180
C 0.24 -3.88 -3.69 0.0200
H -0.47 -4.41 -3.05 0.0022
C -1.89 3.71 -0.19 -0.0168
C -3.25 2.25 1.95 -0.0059
C -0.63 3.15 2.45 0.0204
C -2.34 -2.27 -0.97 0.0190
C -3.76 -0.89 1.22 0.0248
C -3.81 0.37 -1.22 0.0112
C 2.80 0.32 -0.56 0.0280
C 1.94 2.33 1.08 0.0160
C 1.14 2.42 -1.62 0.0209
H 0.66 -2.52 -5.22 0.0018
H 1.27 -4.27 -3.75 -0.0049
H -2.43 4.57 0.21 -0.0013
H -2.47 3.26 -1.01 -0.0018
H -0.91 4.03 -0.59 0.0009
H -3.65 3.20 2.31 0.0022
H -3.11 1.58 2.81 -0.0004
H -3.99 1.80 1.28 0.0008
H 0.13 3.84 2.06 0.0062
H -0.12 2.34 3.00 -0.0073
H -1.26 3.69 3.16 0.0012
H -3.03 -2.97 -0.50 -0.0005
H -1.29 -2.62 -0.82 0.0013
H -2.52 -2.22 -2.05 0.0048
H -4.80 -0.76 0.88 0.0031
H -3.55 -0.14 1.99 -0.0072
H -3.61 -1.90 1.64 0.0042
H -4.78 -0.15 -1.25 0.0018
H -3.42 0.53 -2.24 -0.0012
H -3.96 1.36 -0.74 -0.0042
H 3.65 0.90 -0.20 0.0065
H 2.90 0.13 -1.64 -0.0180
H 2.78 -0.65 -0.04 -0.0138
H 3.02 2.40 0.96 0.0042
H 1.74 1.96 2.10 -0.0083
H 1.52 3.34 0.97 0.0001
H 2.01 2.27 -2.28 -0.0002
H 1.18 3.43 -1.20 0.0042
H 0.22 2.31 -2.21 -0.0044
C 1.52 -2.33 -1.57 0.0872
C 0.99 -1.26 -2.41 0.2249
C 1.70 -0.85 -3.54 0.0277
C 2.97 -1.32 -3.82 0.2026
C 3.57 -2.25 -2.95 -0.0387
C 2.90 -2.73 -1.85 0.1282
O 0.84 -2.99 -0.71 0.3084
H 0.05 -0.52 -0.61 -0.1239
H -0.09 -1.14 -2.41 0.0101
H 1.18 -0.25 -4.28 0.0004
H 3.49 -1.02 -4.72 -0.0115
H 4.58 -2.62 -3.15 0.0064
H 3.30 -3.49 -1.15 -0.0013
N -0.12 -1.32 1.68 0.1709
C 0.60 -0.93 2.86 0.0039
C -0.02 -0.11 3.82 0.0456
C 0.79 0.59 4.73 -0.0212
C 2.17 0.41 4.72 0.0575
C 2.75 -0.51 3.83 -0.0026
C 1.97 -1.18 2.88 0.0192
H -0.98 -1.82 1.91 0.0106
H 0.39 -1.97 1.06 -0.0183
H -1.12 0.01 3.80 -0.0073
H 0.32 1.27 5.44 -0.0007
H 2.79 1.00 5.41 0.0010
H 3.83 -0.69 3.85 -0.0002
H 2.40 -1.85 2.14 0.0044

---

(3)
19
Properties=species:S:1:pos:R:3:mulliken_charge:R:1 method="wB97M-V/def2-TZVPD" e_above_lowest_ev=1.638 gap_ev=8.41 e_lumo_ev=0.247 fmax_ev_per_a=4.34 homo_energy_ev=-8.16 spin_multiplicity=1
C -1.24 -2.22 0.18 -0.2989
C -1.10 -1.79 1.48 -0.9203
C -0.57 -1.53 -0.83 -0.8048
C -0.36 -0.63 1.62 -0.4052
C 0.19 -0.43 -0.67 1.0775
C 0.26 0.10 0.59 0.6226
C 0.93 0.27 -1.77 -1.1346
C 1.02 1.42 0.72 -1.0347
Si 0.27 2.45 -0.68 0.4827
H -1.86 -3.07 -0.10 0.3476
H -1.74 -2.23 2.15 0.4182
H -0.98 -1.82 -1.78 0.2711
H -0.21 -0.16 2.61 0.2564
H 1.99 0.32 -1.53 0.2819
H 0.66 -0.30 -2.72 0.3114
H 0.82 1.81 1.68 0.4974
H 2.07 1.41 0.53 0.3116
H 0.95 3.71 -0.85 -0.1579
H -1.10 2.68 -0.64 -0.1221

---

(4)
32
Properties=species:S:1:pos:R:3:mulliken_spin:R:1 method="wB97M-V/def2-TZVPD" e_above_lowest_ev=0.834 gap_ev="10.36 / 4.51" e_lumo_ev="-2.355 / -8.205" s_squared=0.762 fmax_ev_per_a=8.65 homo_energy_ev="-12.71 / -12.71" spin_multiplicity=2 total_charge=+1
C -0.34 -0.98 0.14 0.0003
O -0.38 -0.97 -1.03 0.0032
N -0.95 -0.14 0.88 0.0006
N 0.58 -1.71 0.70 0.0007
H -0.67 -0.37 1.82 -0.0001
H -1.68 0.47 0.54 0.0000
H 0.69 -1.83 1.69 0.0000
H 1.03 -2.39 0.09 0.0000
C 0.89 3.19 -1.47 0.0005
O 0.19 3.87 -2.18 0.0002
N 0.53 2.56 -0.34 0.0001
N 2.24 2.94 -1.71 -0.0004
H 1.28 2.04 0.09 0.0000
H -0.41 2.49 0.01 0.0000
H 2.55 2.98 -2.67 0.0001
H 2.81 2.52 -0.99 0.0000
C -0.07 -0.09 -4.50 -0.0338
O 0.03 -0.13 -5.71 0.7681
N -0.50 -1.12 -3.78 0.2936
N -0.09 0.94 -3.81 -0.0082
H -0.66 -2.04 -4.16 -0.0163
H -0.23 -1.10 -2.81 -0.0144
H -0.14 0.91 -2.80 0.0042
H 0.32 1.79 -4.19 0.0017
C -0.56 -1.52 4.11 0.0000
O 0.02 -1.09 3.17 0.0000
N -0.50 -2.70 4.56 0.0000
N -1.58 -0.98 4.65 0.0000
H -1.08 -2.85 5.38 0.0000
H 0.36 -3.15 4.27 0.0000
H -1.78 -1.49 5.50 0.0000
H -1.92 -0.03 4.56 0.0000